[1]
Below is a 2-piece molecular cluster, C3H9NO2 overall at a distorted geometry, with properties calculated with ωB97M-V/def2-TZVPD.

Output
ΔE to the lowest compared entry with this formula, charge and spin ... 101.1 kJ/mol
Total energy ... -8832.4629 eV
E_HOMO (spin up / spin down) ... -14.94 / -14.92 eV
2S+1 ... 2
Frontier orbital gap (spin up / spin down) ... 9.637 / 5.260 eV
Total charge ... +1
⟨S²⟩ ... 0.757

Each line ends with the Löwdin charge.
Element x y z (Å)
C -1.313 0.786 1.901  -0.03
C -0.741 -0.333 1.023  -0.11
C -0.509 0.090 -0.395  -0.38
N -1.386 -0.112 -1.403  0.28
O 0.524 0.716 -0.673  0.35
H -0.717 1.684 1.757  0.09
H -1.245 0.476 2.939  0.10
H -2.351 1.023 1.683  0.09
H 0.248 -0.593 1.418  0.14
H -1.284 -1.260 0.992  0.14
H -2.330 0.268 -1.345  0.17
H -1.007 0.116 -2.325  0.16
H 2.194 -0.697 -0.153  -0.02
H 3.311 -0.472 -1.178  0.05
O 3.012 -1.071 -0.485  -0.03

[2]
Below is a 2-piece molecular cluster, C7H17NO overall at a distorted geometry, with properties calculated with ωB97M-V/def2-TZVPD.

Output
ΔE to the lowest compared entry with this formula, charge and spin ... 548.6 kJ/mol
Total energy ... -11067.4527 eV
E_HOMO (spin up / spin down) ... -7.34 / -7.71 eV
2S+1 ... 1
Frontier orbital gap (spin up / spin down) ... 7.851 / 8.328 eV
Total charge ... 0

Each line ends with the Löwdin charge.
Element x y z (Å)
C 0.348 1.230 0.130  -0.34
C -1.019 1.191 0.695  -0.10
C -1.489 -0.980 -0.559  -0.19
C 0.557 1.489 -1.331  -0.07
C 2.000 -1.039 -0.013  -0.05
C 1.391 1.765 1.068  -0.08
C -2.241 -2.255 -0.184  -0.07
N -0.989 -0.282 0.638  -0.22
O -0.285 -1.005 1.477  -0.14
H 1.050 -1.060 0.721  0.03
H -1.803 1.587 0.050  0.13
H -1.089 1.503 1.735  0.13
H -2.143 -0.296 -1.104  0.12
H -0.643 -1.247 -1.204  0.11
H 0.267 2.519 -1.575  0.09
H 1.606 1.384 -1.606  0.08
H 2.374 1.833 0.605  0.07
H 2.377 -2.026 0.252  0.02
H 1.719 -1.039 -1.060  0.01
H 2.770 -0.299 0.166  0.01
H -0.043 0.831 -1.958  0.07
H 1.440 1.123 1.950  0.09
H 1.126 2.779 1.389  0.09
H -2.547 -2.776 -1.090  0.07
H -3.131 -2.023 0.401  0.08
H -1.601 -2.906 0.406  0.07

[3]
Below is a 4-piece molecular cluster, C27H46BF13N3O7S overall at a distorted geometry, with properties calculated with ωB97M-V/def2-TZVPD.

Output
Total energy ... -94374.7887 eV
E_HOMO ... -10.59 eV
2S+1 ... 1
Frontier orbital gap ... 7.515 eV
Total charge ... +1

Each line ends with the Löwdin charge.
Element x y z (Å)
C 3.347 2.188 0.861  -0.05
C 2.974 1.310 -0.385  -0.20
N 3.123 -0.145 -0.112  0.02
C 4.315 -0.699 -0.687  -0.18
C 4.059 -1.698 -1.869  -0.13
B 3.458 -0.919 -3.151  -0.54
O 2.268 -0.190 -3.043  0.16
O 4.101 -0.902 -4.374  0.07
C 3.793 -2.167 -5.009  -0.20
C 2.357 -2.229 -5.612  -0.05
O 3.257 -2.813 -1.484  -0.07
C 3.889 -3.584 -0.464  -0.28
C 3.062 -4.816 -0.024  -0.07
C 1.560 -4.448 -0.146  -0.05
C 0.651 -5.254 0.819  -0.42
F 0.466 -6.464 0.193  0.11
F 1.242 -5.551 1.989  0.14
C -0.778 -4.653 0.967  -0.35
F -1.473 -5.527 1.732  0.16
F -1.357 -4.687 -0.243  0.16
C -0.857 -3.262 1.699  -0.35
F -1.533 -3.399 2.831  0.18
F 0.406 -2.934 2.119  0.12
C -1.330 -2.046 0.843  -0.43
F -0.753 -2.028 -0.360  0.13
F -0.842 -0.952 1.452  0.12
S -3.177 -1.772 0.679  0.81
F -2.870 -0.252 0.249  -0.14
F -3.073 -2.141 -0.893  -0.15
F -3.525 -3.300 0.951  -0.11
F -3.337 -1.351 2.191  -0.09
F -4.723 -1.486 0.471  -0.11
C 4.170 -2.675 0.782  -0.01
N 5.016 -1.508 0.421  0.01
O 5.056 -0.665 1.560  0.06
C 6.151 -0.910 2.271  -0.27
N 7.160 -0.861 2.746  0.25
H 3.963 1.590 1.553  0.06
H 3.927 3.075 0.574  0.06
H 2.417 2.474 1.376  0.08
H 3.518 1.629 -1.291  0.12
H 1.898 1.482 -0.554  0.12
H 2.320 -0.634 -0.498  0.12
H 5.048 0.081 -0.969  0.19
H 5.070 -2.080 -2.163  0.16
H 1.567 -0.862 -2.943  0.13
H 3.894 -3.005 -4.282  0.12
H 4.513 -2.388 -5.815  0.13
H 1.772 -3.018 -5.098  0.08
H 1.785 -1.295 -5.467  0.08
H 2.365 -2.453 -6.689  0.08
H 4.884 -3.881 -0.873  0.17
H 3.371 -5.127 0.986  0.13
H 3.263 -5.624 -0.747  0.14
H 1.354 -3.371 -0.022  0.11
H 1.180 -4.698 -1.152  0.15
H 4.758 -3.304 1.476  0.16
H 3.228 -2.348 1.244  0.16
H 5.975 -1.764 0.154  0.21
C -5.679 2.295 0.708  -0.17
C -6.386 3.501 0.110  -0.18
C -5.304 4.564 0.182  -0.20
O -4.047 3.883 0.055  -0.14
C -4.262 2.476 0.188  -0.22
H -6.119 1.340 0.421  0.10
H -5.689 2.362 1.800  0.12
H -6.645 3.299 -0.932  0.12
H -7.296 3.782 0.637  0.10
H -5.313 5.077 1.149  0.12
H -5.395 5.312 -0.608  0.12
H -4.142 2.021 -0.802  0.12
H -3.511 2.054 0.858  0.10
C -11.132 1.030 0.501  -0.17
C -11.839 2.234 -0.100  -0.17
C -10.758 3.299 -0.028  -0.20
O -9.501 2.620 -0.153  -0.16
C -9.715 1.210 -0.018  -0.21
H -11.571 0.074 0.215  0.11
H -11.144 1.099 1.592  0.12
H -12.097 2.031 -1.143  0.12
H -12.750 2.517 0.426  0.11
H -10.770 3.813 0.939  0.12
H -10.849 4.045 -0.819  0.12
H -9.593 0.754 -1.006  0.12
H -8.965 0.789 0.654  0.11
C 7.812 4.066 2.818  -0.17
C 7.109 5.131 1.992  -0.16
C 6.606 4.326 0.806  -0.20
O 6.351 2.996 1.286  -0.18
C 6.918 2.858 2.598  -0.21
H 7.921 4.328 3.870  0.12
H 8.807 3.875 2.409  0.12
H 6.264 5.538 2.553  0.12
H 7.754 5.958 1.700  0.12
H 7.364 4.261 0.019  0.12
H 5.692 4.740 0.374  0.11
H 6.095 2.837 3.321  0.12
H 7.463 1.915 2.664  0.10